[1]
# C31H28N4NiO6

A molecular structure, C31H28N4NiO6 at a distorted geometry (ωB97M-V/def2-TZVPD, OMol25).

Properties
LUMO (spin up / spin down): 4.077 / 4.077 eV
HOMO energy (spin up / spin down): -0.96 / -1.24 eV
charge: -2
max |F|: 0.050 hartree/bohr
2S+1: 3
frontier orbital gap (spin up / spin down): 5.0 / 5.3 eV

The geometry in XYZ format:
```
70
Properties=species:S:1:pos:R:3:forces:R:3
H -0.7364 6.7738 2.3049 0.008 0.031 0.008
C -1.0991 4.8707 1.3692 -0.221 0.309 0.185
C 2.3562 -3.4122 0.5936 0.010 -0.061 -0.005
H -0.5680 -2.0890 -3.9059 -0.017 0.020 0.023
H 2.6206 1.9758 -1.5887 -0.038 -0.563 -1.108
H -0.5928 2.2943 4.0164 0.002 -0.006 -0.030
H -2.0817 1.9372 5.9532 -0.024 0.005 -0.003
O -1.0736 -0.8959 -1.9049 -0.055 -0.520 -0.115
C -1.8071 -3.0697 -2.4995 -0.047 -0.348 -0.315
N -3.2100 1.9216 -0.9736 0.118 -0.023 0.121
C 1.6883 -1.4678 -0.6842 0.197 0.060 0.310
C -0.5724 3.8778 0.5716 0.413 -0.348 -0.272
O -3.1940 -4.4015 -1.0506 0.019 -0.006 -0.050
C -2.5343 -4.2422 -2.2061 -0.043 0.120 0.175
C -2.6784 -1.1545 1.6381 -0.109 -0.431 -0.451
H 4.1822 -0.0317 -3.2885 0.010 -0.007 0.022
H 1.5162 -3.5223 2.5686 -0.022 -0.037 -0.042
O 2.7703 5.2227 -0.0866 0.066 -0.020 -0.051
H 1.0662 -0.0128 -2.1027 -0.003 -0.045 -0.094
C -2.2055 1.3345 5.0578 0.128 -0.016 -0.142
H 3.0638 -2.9700 -1.3831 0.020 0.021 0.028
C 0.7274 3.9545 0.0513 -0.419 0.998 0.736
H 0.1255 -1.5478 2.3064 -0.106 0.057 -0.044
C -1.3680 1.5366 3.9849 -0.115 0.043 0.143
H -3.1475 -6.1667 -2.9027 -0.008 0.029 0.068
C -3.3140 -0.4124 3.8617 0.084 0.046 -0.127
N -2.3082 -2.1123 -0.3797 -0.203 -0.753 -0.349
H 1.5650 6.9548 1.4132 0.008 0.010 -0.015
H 2.2798 -1.1338 -2.7226 0.077 0.089 -0.015
C 3.2569 0.8353 -0.2054 0.674 -0.894 0.994
O -0.6647 1.0432 1.8189 -0.086 0.070 0.260
H -2.1052 4.7671 1.7532 0.005 -0.039 -0.002
N 3.0490 0.4815 -1.6084 0.124 -0.578 0.159
C -1.1661 -4.0288 -4.6333 0.038 -0.090 -0.174
H 3.1271 6.0383 0.2759 0.001 0.051 0.027
H -0.6296 -3.9502 -5.5719 0.010 0.030 0.018
H 3.8668 1.7437 -0.1530 0.049 -0.307 0.059
C 4.3101 0.1018 -2.2121 0.131 0.025 -0.030
C 0.7584 -1.0620 0.3029 0.666 -0.013 -0.291
H -2.9945 -3.5541 -0.5135 0.009 0.044 0.010
H -1.1491 2.9920 0.3354 -0.044 0.107 0.045
C 2.4257 -2.6454 -0.5612 0.151 0.041 -0.128
C 1.1876 2.8154 -0.7381 1.270 -0.339 -1.124
C 0.7619 -1.8324 1.4732 0.162 -0.127 -0.070
C 1.9740 -0.5467 -1.8510 -0.230 -0.114 0.009
C -0.3378 5.9894 1.6740 0.104 -0.268 -0.172
C -2.2604 1.3475 -0.6240 -1.498 1.224 -0.726
C -1.8997 -5.1739 -4.3444 -0.021 0.092 0.147
H 3.7599 0.0395 0.3615 -0.083 -0.074 -0.068
C -1.7064 -1.9278 -1.5558 0.132 0.870 0.386
H 2.9168 -4.3381 0.6775 0.022 0.026 0.012
H 5.0393 0.9004 -2.0464 0.028 -0.033 -0.035
C -1.1292 -2.9946 -3.7138 -0.074 0.041 0.142
C -1.4705 0.7862 2.7741 0.098 -0.051 -0.209
H 4.7219 -0.8307 -1.7905 -0.069 0.074 0.003
C -2.5770 -5.2765 -3.1402 0.019 -0.186 -0.240
N -2.0691 -1.1194 0.5162 -0.094 0.113 0.596
C -2.4860 -0.2433 2.7459 0.130 0.388 0.269
C 1.4902 5.0939 0.3725 -0.011 -0.437 -0.226
H -3.8611 0.1977 5.8505 -0.012 -0.027 -0.038
H -1.9396 -5.9922 -5.0551 -0.008 -0.008 -0.003
C -3.2001 0.3554 5.0055 -0.150 -0.020 0.233
H -3.4011 -1.9637 1.7850 -0.007 0.012 0.063
O 0.5587 1.7944 -0.8967 -0.499 0.283 0.112
H -4.0842 -1.1775 3.8136 0.031 -0.043 -0.021
C 1.5497 -2.9697 1.6324 -0.050 0.018 0.109
O 2.3983 2.9039 -1.3034 -1.164 2.238 0.405
H 2.3005 1.0262 0.2760 0.179 -0.245 0.085
Ni -0.7439 0.2721 -0.1088 0.460 -0.756 0.612
C 0.9521 6.0906 1.1713 -0.121 0.247 0.209
```
Forces are in eV/Å.

---

[2]
# C31H28N4O5RuS

A molecular structure, C31H28N4O5RuS at a distorted geometry (ωB97M-V/def2-TZVPD, OMol25).

Properties
LUMO (spin up / spin down): -7.071 / -8.981 eV
HOMO energy (spin up / spin down): -14.11 / -13.55 eV
charge: +2
max |F|: 0.091 hartree/bohr
2S+1: 5
frontier orbital gap (spin up / spin down): 7.0 / 4.6 eV

The geometry in XYZ format:
```
70
Properties=species:S:1:pos:R:3:forces:R:3
C -1.5599 -2.0782 1.4011 1.120 -0.527 -0.363
C -2.6402 -1.4485 -3.1679 0.541 -1.139 0.988
H -1.6913 -3.2813 -2.3789 -0.599 -0.486 -0.064
H -6.9190 0.9089 4.5360 0.330 0.104 0.249
C 5.8879 -1.4253 1.7135 -0.222 1.290 0.813
H 1.0726 -2.8946 -0.4905 0.100 0.460 0.115
C -0.0375 1.5532 -1.1227 -0.734 1.217 0.128
H -2.6008 -0.9449 -2.1751 -0.037 -0.025 -0.654
H 5.8987 -2.2751 -0.2010 0.038 -0.243 -0.076
H 0.6018 -0.3924 -3.7722 0.026 -1.303 -0.109
H -0.1775 3.8398 -3.8725 0.359 0.093 0.318
C 0.7342 5.0179 -0.7998 0.382 0.830 0.478
H -1.2459 -5.3430 2.1777 0.298 0.340 -0.179
C 0.3127 -3.0465 0.2603 -1.166 2.020 0.686
N -2.1566 0.0671 0.5919 -0.077 0.913 1.145
O -0.2768 -1.9093 -2.6016 0.616 -0.046 -1.465
H 3.6099 -1.5001 -0.6968 -0.282 -0.027 0.133
O 1.2761 0.4663 1.7421 -0.812 0.182 0.818
C -1.5096 -2.5256 -3.1255 0.893 1.837 0.041
H 2.7025 -1.6156 -2.6247 -1.033 -0.146 -0.482
H -1.2377 -2.9524 -4.1104 -0.631 -0.035 0.613
C 0.1804 2.7446 -1.4236 0.377 0.452 -0.638
H 1.0118 4.7128 0.2130 -0.157 -0.075 -0.451
C 2.0602 -0.0528 0.9620 0.292 -0.220 -1.699
C -5.8542 2.3737 3.3534 1.034 -1.002 -0.929
C -2.3258 -0.8375 1.5344 -1.963 -0.876 0.420
O 7.6299 -1.8129 3.0774 -0.654 -0.688 -2.123
H 2.0223 -3.1150 -3.4253 0.345 0.345 0.275
H 5.8275 -0.4949 3.7341 -0.416 0.308 -1.898
C 0.6402 -1.5272 -3.7082 0.539 1.502 1.051
O 1.6479 -0.3113 -0.2627 0.411 -0.547 0.096
C 0.1357 -4.2452 0.8806 -0.467 -1.053 1.361
O 7.7152 -2.7419 1.0817 -1.646 1.529 1.590
H 1.0346 7.1001 -0.3910 0.013 -0.041 0.370
C 2.1026 -2.0145 -3.4784 -0.587 -0.578 -0.006
H -2.6963 -3.3759 2.6906 0.966 -0.354 -1.007
C -1.8442 -3.2811 1.9616 -0.729 -1.961 1.365
C -3.9935 1.3829 2.1249 -1.095 1.083 0.150
H 0.9189 -5.0129 0.8753 -0.633 0.115 -0.546
C 5.3722 -0.5455 2.6917 -0.447 -1.436 0.659
C 3.4620 -0.4556 1.2158 -0.386 0.004 0.356
H 0.2767 -1.9615 -4.6547 0.126 0.254 0.442
N -3.3068 -0.8299 2.4638 1.644 -1.111 0.255
C -4.0985 0.2201 2.8772 0.700 1.097 -0.862
N -0.5013 -1.9840 0.6009 1.167 -0.728 -1.646
C 0.7336 6.3642 -1.1163 0.025 0.176 0.406
C 5.3246 -1.7058 0.5072 0.515 -0.701 -0.487
H -6.4910 3.1956 3.6422 -0.186 0.046 -0.406
C -6.0286 1.1074 3.9471 1.019 0.774 0.813
C 4.0879 -0.0712 2.4177 0.348 0.037 -0.164
H -3.3317 -1.6900 3.0054 -0.188 0.382 0.110
C 0.3038 6.8469 -2.3473 -0.140 -2.827 -0.351
C 0.3852 4.0883 -1.7926 -0.033 -1.000 0.701
H 2.7045 -1.8230 -4.3718 -0.234 0.155 -0.011
C -4.9860 0.1684 3.9113 -2.228 0.070 -0.568
S -2.9443 1.5513 0.7728 0.214 0.401 -0.975
C 0.1341 4.5381 -3.0912 -1.300 0.871 -1.189
C -0.9950 -4.3928 1.6968 -0.579 0.734 0.519
H -5.0739 -0.6856 4.5269 -0.011 -0.962 0.468
H -2.5811 -0.7181 -3.9785 0.132 -0.249 0.138
H -0.2565 6.2160 -4.3013 -0.669 0.655 -2.031
H -3.5902 -1.9857 -3.1823 -0.125 0.218 -0.309
H 3.6034 0.5940 3.1447 -0.019 -0.419 -0.514
C -4.8190 2.4971 2.3989 -0.312 -0.762 0.535
N 7.1403 -2.0408 1.9460 4.177 -1.243 1.738
C 0.0036 5.9043 -3.3579 1.281 -0.917 2.510
Ru -0.3204 -0.0570 -0.2012 1.664 -0.150 -0.851
H 0.1605 7.8679 -2.4873 -0.020 1.585 -0.386
C 4.0636 -1.2945 0.2582 -0.797 1.484 0.342
H -4.6888 3.3694 1.7750 -0.080 0.314 0.245
```
Forces are in eV/Å.

---

[3]
# C31H29BF12FeN6O6

A molecular structure, C31H29BF12FeN6O6 (ωB97M-V/def2-TZVPD, OMol25).

Properties
LUMO (spin up / spin down): 2.091 / 2.104 eV
HOMO energy (spin up / spin down): -3.73 / -3.82 eV
charge: -1
max |F|: 0.018 hartree/bohr
2S+1: 6
frontier orbital gap (spin up / spin down): 5.8 / 5.9 eV

The geometry in XYZ format:
```
86
Properties=species:S:1:pos:R:3:forces:R:3
H 3.0620 -3.5557 5.4002 -0.008 -0.010 -0.010
F 1.4480 -1.3133 -5.0978 0.103 -0.054 0.025
C -3.6886 0.8140 2.3471 -0.007 0.006 0.004
C 1.7277 3.5435 -3.1987 -0.225 -0.027 -0.168
C -1.5324 -1.4433 -2.8516 0.073 -0.079 -0.051
C -2.2547 3.5195 -1.0223 0.148 -0.019 0.019
C -1.0539 4.0548 1.1324 0.016 -0.080 -0.105
C -2.3169 -0.7450 1.1044 0.038 0.016 -0.023
B -0.1969 0.1581 1.2540 0.174 0.076 0.127
C -2.4077 -2.2246 -3.6094 0.065 0.063 0.008
C -3.0793 1.8915 1.6633 -0.055 -0.023 -0.035
F -1.6755 4.5968 -1.5990 -0.057 -0.006 0.027
F -3.4692 3.9090 -0.5979 -0.013 0.003 0.012
C 5.3152 -2.7429 2.9043 0.018 0.025 -0.001
Fe -0.0089 1.1532 -2.0311 0.744 -0.298 0.499
F -0.1576 4.9335 0.6465 0.006 0.025 -0.042
C 2.5683 -1.6950 2.4792 0.098 -0.055 -0.033
F -0.6308 -0.9143 -5.4415 0.025 0.018 0.032
H -3.7738 -1.3417 2.5089 0.009 0.029 -0.003
H -4.0790 -3.8420 -4.8484 -0.020 0.007 0.014
H 5.7118 -0.9596 4.9723 -0.017 -0.025 0.019
H -3.4284 2.8927 1.8949 -0.004 -0.036 -0.007
F -2.4577 2.6294 -2.0037 0.001 -0.005 0.009
N -1.2329 0.0836 -0.9776 -0.404 -0.461 0.160
C -4.7483 1.0540 3.3815 0.049 -0.003 -0.038
O 0.1402 0.8968 2.3977 -0.018 -0.165 -0.027
H 2.7877 -2.5336 1.8299 -0.028 0.016 0.047
H -5.6134 0.4041 3.2234 0.002 0.009 0.008
O 0.7001 -0.9013 1.0864 -0.077 0.104 -0.048
H 1.8047 2.5631 -0.5572 0.055 0.021 -0.094
H 6.0084 -2.6296 5.4755 -0.012 0.016 -0.001
C -4.2857 -1.5151 -2.3507 -0.050 0.023 0.026
F -2.1352 4.7897 1.4811 -0.091 -0.010 0.005
C 5.2279 -1.9034 5.2360 0.027 -0.004 -0.001
H 5.7348 -1.8218 2.4934 0.000 -0.031 0.010
H -3.8891 -0.1067 -0.8000 0.027 -0.034 -0.028
C -1.3440 2.9102 0.0950 0.042 0.019 -0.014
N 2.6262 3.3963 -2.1986 -0.006 0.152 0.402
H 3.3790 2.0436 -0.9617 -0.008 -0.028 -0.031
C 0.5504 -2.7894 -2.4693 0.031 0.166 -0.057
H 6.1402 -3.3776 3.2398 -0.032 0.005 -0.017
H -5.2740 -2.5480 -4.9263 0.012 -0.017 0.016
O -0.9488 1.8156 -4.2929 -0.156 0.061 -0.317
N 0.8131 2.6122 -3.3396 -0.071 -0.015 -0.115
H 3.5007 -0.1340 5.3419 -0.026 -0.009 0.000
H -5.0917 2.0892 3.3580 -0.001 -0.021 0.010
H -4.3742 0.8499 4.3908 -0.014 0.009 -0.009
H 1.6467 1.3753 4.7146 0.009 -0.035 -0.003
O 0.7833 -0.4689 -2.8135 -0.207 0.179 -0.182
H 2.8974 4.2877 -1.8015 0.089 -0.015 0.029
F -0.0969 -3.9322 -2.7814 -0.045 -0.047 -0.012
C 4.3782 -2.4363 4.0814 -0.010 0.007 -0.023
H -5.3573 -1.5092 -2.1643 0.044 0.009 0.017
H 2.7541 5.0660 -4.0020 -0.038 0.058 0.131
C 1.5486 -0.8380 2.1531 -0.087 -0.076 -0.103
H -2.0081 -2.8250 -4.4173 -0.031 -0.001 0.045
N 2.4738 2.3305 -1.2998 -0.240 -0.018 0.020
C 0.2155 -1.6870 -4.7348 -0.025 0.092 0.070
H 3.0864 -4.1575 3.7394 0.013 0.003 0.022
F 1.8496 -2.9945 -2.7684 0.035 -0.043 -0.014
C 2.9465 -0.3448 4.4380 0.050 0.076 -0.020
H 4.4564 -4.4834 4.8147 -0.023 0.022 -0.005
N 1.8256 4.6815 -3.9203 0.205 -0.065 -0.298
F 0.0675 -2.9506 -5.2033 -0.056 -0.051 -0.033
H 1.3021 4.6383 -4.7873 -0.053 0.071 0.050
O 0.1139 3.3349 -5.3975 -0.027 -0.018 -0.012
O -0.1420 2.5665 -0.4422 0.049 -0.058 -0.163
H 4.6345 -1.7488 6.1390 0.016 0.002 -0.017
F -0.5375 3.5758 2.2661 0.046 -0.053 0.061
H -2.0452 -1.7573 0.8267 -0.004 0.020 0.006
C 3.2907 -1.4460 3.6572 -0.055 -0.032 0.008
C -2.0868 1.7242 0.7477 0.044 0.117 -0.038
C 1.9027 0.5235 4.0973 0.031 0.059 0.035
C -1.5347 0.3444 0.4200 -0.054 0.133 0.062
C -0.0028 -1.5141 -3.1775 -0.165 0.001 -0.003
C -3.7733 -2.2931 -3.3833 -0.027 -0.066 -0.053
N -0.0497 2.6117 -4.4197 0.110 0.101 0.042
F 0.4653 -2.6552 -1.1438 0.031 0.002 0.077
H 4.8010 -3.2693 2.0991 0.013 0.040 0.015
C 3.7039 -3.7390 4.5362 0.032 -0.022 -0.011
C -3.4584 -0.7328 -1.5737 -0.031 -0.023 0.046
C -2.0573 -0.6933 -1.7600 0.055 0.102 -0.003
H -5.3581 -3.7432 -3.6339 0.005 -0.007 -0.009
C -4.6694 -3.1524 -4.2426 0.063 0.084 0.021
C 1.2112 0.2486 2.9460 -0.047 0.079 0.013
C -3.2753 -0.5037 2.0293 -0.078 0.019 0.029
```
Forces are in eV/Å.